Density functional theory data (ωB97M-V with the def2-TZVPD basis set) for a structure of composition C3H3NO.

Calculated values
LUMO level, eV: 0.6
Spin multiplicity: 1
Gap between HOMO and LUMO, Eh: 0.3429
Energy above the lowest of the compared OMol25 structures with the same formula, charge and spin, eV: 1.5693
Strongest force on any atom, eV Å⁻¹: 0.6

Last column: Löwdin charge in e.
Geometry (Å):
O: 2.280530 -0.270812 0.094014  0.172
N: -0.008721 1.126093 -0.314024  0.056
C: -0.884192 0.155540 -0.046419  -0.183
C: 1.119307 -0.304821 -0.007246  -0.287
C: -0.111431 -0.994912 0.050752  -0.052
H: -1.953377 0.285667 0.092378  0.119
H: -0.305433 -2.053407 0.058455  0.090
H: -0.136683 2.056652 0.072089  0.085

Atomic forces in eV per Å
O -0.5604 0.0759 -0.0674
N 0.2132 -0.2293 0.1011
C 0.2597 -0.0346 0.0088
C 0.2895 0.2087 0.0292
C -0.2184 0.0329 -0.0417
H 0.0504 0.0057 0.0119
H 0.0199 0.0490 0.0018
H -0.0538 -0.1082 -0.0435